1.
Entry from the OMol25 dataset: a cluster of 2 separate species, C4H12 in total (the ωB97M-V functional and the def2-TZVPD basis).

```
16
Properties=species:S:1:pos:R:3
C -0.25 -1.36 0.20
C 0.38 -2.61 -0.46
H 0.40 -0.53 0.26
H -1.14 -1.10 -0.40
H -0.51 -1.47 1.21
H 1.51 -2.43 -0.65
H 0.04 -3.41 0.14
H -0.13 -2.67 -1.57
C 0.00 1.91 0.89
C -0.18 1.97 -0.58
H -0.22 0.96 1.40
H 1.16 1.92 0.90
H -0.33 2.73 1.52
H -0.96 1.18 -0.91
H 0.76 1.97 -1.11
H -0.55 2.93 -0.85
```

Calculated values
Lowest unoccupied orbital energy (spin up / spin down) = 4.28 / 4.50 eV
2S+1 = 2
Charge = -1
Expectation value of S² = 0.7502



2.
Entry from the OMol25 dataset: a structure of composition C36H24Br2DyF6N2O5P2S4 (the ωB97M-V functional and the def2-TZVPD basis).

```
82
Properties=species:S:1:pos:R:3
Dy 0.24 -1.76 -0.82
S 1.54 -2.05 1.60
P 0.94 -0.10 1.56
C 0.18 0.51 0.13
P -1.54 0.66 0.01
S -2.51 -0.61 -1.23
C -2.56 0.90 1.51
C -2.22 1.92 2.39
C -2.97 2.12 3.53
C -4.05 1.29 3.80
C -4.38 0.27 2.92
C -3.63 0.07 1.78
C -1.73 2.26 -0.85
C -0.85 2.47 -1.91
C -0.95 3.61 -2.68
C -1.93 4.55 -2.40
C -2.81 4.34 -1.36
C -2.72 3.19 -0.59
C 2.51 0.83 1.57
C 3.58 0.40 2.35
C 4.79 1.06 2.26
C 4.94 2.14 1.42
C 3.87 2.58 0.65
C 2.65 1.93 0.74
C 0.24 0.15 3.23
C 0.57 1.26 3.99
C 0.05 1.41 5.26
C -0.82 0.45 5.76
C -1.16 -0.65 5.00
C -0.63 -0.81 3.73
H -1.38 2.56 2.15
H -2.71 2.91 4.22
H -4.64 1.45 4.68
H -5.24 -0.36 3.12
H -3.89 -0.71 1.07
H -0.09 1.72 -2.09
H -0.26 3.77 -3.50
H -2.00 5.45 -3.00
H -3.58 5.07 -1.14
H -3.43 3.02 0.22
H 3.44 -0.46 2.98
H 5.64 0.71 2.85
H 5.90 2.64 1.33
H 3.99 3.42 -0.02
H 1.80 2.25 0.15
H 1.25 2.00 3.58
H 0.32 2.26 5.86
H -1.23 0.57 6.76
H -1.82 -1.40 5.40
H -0.86 -1.68 3.14
Br 4.89 0.16 -1.80
C 3.49 0.17 -3.08
C 3.67 0.78 -4.31
C 2.65 0.78 -5.23
Br 2.95 1.58 -6.93
C 1.40 0.21 -4.94
C 0.28 0.21 -5.80
C -0.89 -0.37 -5.39
C -0.96 -0.94 -4.11
N 0.05 -0.96 -3.28
C 1.22 -0.40 -3.67
C 2.30 -0.47 -2.71
O 2.15 -1.07 -1.59
H 4.63 1.22 -4.55
H 0.37 0.66 -6.78
H -1.75 -0.38 -6.03
H -1.89 -1.38 -3.76
F -3.76 -4.48 0.43
C -2.56 -4.86 -0.01
F -2.52 -6.19 0.03
F -2.47 -4.48 -1.29
S -1.12 -4.07 0.90
O -1.21 -2.71 0.44
O -1.32 -4.32 2.28
N 0.08 -4.87 0.29
S 0.33 -4.86 -1.25
O -0.07 -6.06 -1.92
O 0.00 -3.61 -1.90
C 2.20 -4.79 -1.28
F 2.82 -5.70 -0.54
F 2.66 -4.88 -2.53
F 2.51 -3.57 -0.83
```

Calculated values
Lowest unoccupied orbital energy (spin up / spin down) = 2.15 / 2.16 eV
2S+1 = 6
Charge = -1
Expectation value of S² = 9.3307



3.
Entry from the OMol25 dataset: the molecule C5H5NO (the ωB97M-V functional and the def2-TZVPD basis).

```
12
Properties=species:S:1:pos:R:3
N 0.86 -1.63 -2.17
C 0.54 -0.66 -1.60
C 0.17 0.53 -0.88
C 0.88 0.82 0.43
C -0.56 0.39 0.44
C -0.96 -0.98 0.94
O -1.01 -1.24 2.12
H -0.10 1.37 -1.52
H 1.63 0.10 0.76
H 1.09 1.86 0.65
H -1.29 1.16 0.67
H -1.24 -1.72 0.17
```

Calculated values
SMILES string = N#C[C@@H]1C[C@@H]1C=O
Lowest unoccupied orbital energy = 0.43 eV
2S+1 = 1